# 1
# C49H39CdN3O3P2S2

A structure of composition C49H39CdN3O3P2S2 (wB97M-V/def2-TZVPD, the Open Molecules 2025 dataset).

Summary:
Highest occupied orbital energy ... -0.215 Eh
Kohn-Sham gap ... 4.97 eV
E_tot ... -106869.3042 eV
Lowest unoccupied orbital energy ... -0.87 eV

Last column: Löwdin charge in e.
Geometry (Å):
Cd: 0.135 0.493 -0.392  1.14
S: 2.711 0.048 -0.357  0.49
C: 3.180 1.233 0.791  -0.72
C: 4.454 1.811 0.686  -0.08
C: 4.939 2.740 1.611  -0.18
C: 6.343 3.002 1.629  -0.18
N: 7.512 3.102 1.627  0.14
C: 4.028 3.176 2.636  -0.22
C: 2.803 2.567 2.775  -0.08
C: 2.310 1.661 1.852  -0.69
S: 0.744 0.918 2.107  0.48
C: 4.430 4.175 3.512  -0.20
N: 4.809 4.993 4.279  0.15
H: 5.114 1.488 -0.078  0.09
H: 2.198 2.854 3.601  0.10
O: -1.745 -1.364 1.321  -0.12
C: -1.447 -1.722 2.676  -0.27
C: -2.425 -1.772 3.639  -0.03
C: -2.081 -2.053 4.969  -0.06
C: -0.774 -2.482 5.285  -0.08
C: 0.156 -2.602 4.255  -0.07
C: -0.096 -2.089 2.929  -0.29
P: 1.128 -1.938 1.592  0.90
C: 1.315 -3.497 0.690  -0.40
C: 1.091 -3.548 -0.677  -0.11
C: 1.571 -4.666 -1.399  -0.08
C: 2.161 -5.735 -0.715  -0.11
C: 2.293 -5.727 0.659  -0.09
C: 1.848 -4.606 1.399  -0.09
C: 2.782 -1.857 2.390  -0.40
C: 3.892 -2.485 1.850  -0.10
C: 5.140 -2.394 2.508  -0.09
C: 5.221 -1.706 3.667  -0.11
C: 4.077 -1.088 4.213  -0.07
C: 2.855 -1.127 3.557  -0.15
C: -2.730 -2.047 0.680  -0.27
C: -3.158 -3.320 1.085  0.00
C: -4.349 -3.842 0.532  -0.07
C: -5.057 -3.172 -0.435  -0.06
C: -4.490 -1.952 -0.959  -0.09
C: -3.341 -1.427 -0.446  -0.30
P: -2.641 0.110 -1.088  1.06
C: -3.072 0.054 -2.880  -0.35
C: -3.283 -1.116 -3.632  -0.09
C: -3.444 -1.051 -5.015  -0.09
C: -3.212 0.109 -5.697  -0.09
C: -2.968 1.258 -4.976  -0.11
C: -2.895 1.282 -3.607  -0.11
C: -3.804 1.329 -0.479  -0.37
C: -4.989 1.697 -1.141  -0.08
C: -5.930 2.466 -0.450  -0.09
C: -5.780 2.689 0.893  -0.11
C: -4.672 2.257 1.599  -0.07
C: -3.670 1.602 0.882  -0.10
H: -3.470 -1.649 3.356  0.13
H: -2.811 -1.886 5.790  0.11
H: -0.459 -2.761 6.300  0.11
H: 1.130 -3.010 4.507  0.10
H: 0.493 -2.747 -1.153  0.09
H: 1.399 -4.676 -2.493  0.11
H: 2.639 -6.567 -1.258  0.11
H: 2.746 -6.540 1.207  0.10
H: 2.096 -4.500 2.477  0.11
H: 3.875 -2.958 0.857  0.12
H: 6.046 -2.867 2.112  0.11
H: 6.140 -1.621 4.280  0.11
H: 4.167 -0.520 5.149  0.11
H: 1.954 -0.645 4.002  0.09
H: -2.603 -3.881 1.817  0.12
H: -4.691 -4.807 0.976  0.12
H: -5.978 -3.526 -0.810  0.09
H: -4.975 -1.412 -1.769  0.10
H: -3.304 -2.111 -3.167  0.11
H: -3.843 -1.965 -5.486  0.12
H: -3.135 0.142 -6.785  0.11
H: -2.631 2.147 -5.501  0.10
H: -2.794 2.225 -3.044  0.11
H: -5.167 1.368 -2.164  0.10
H: -6.848 2.876 -0.936  0.12
H: -6.575 3.175 1.504  0.12
H: -4.579 2.410 2.708  0.13
H: -2.814 1.263 1.416  0.08
O: 0.581 1.045 -2.585  -0.14
C: 0.578 2.290 -2.410  -0.68
O: 0.335 2.885 -1.308  -0.10
C: 0.884 3.209 -3.584  -0.17
N: 0.461 4.616 -3.280  0.09
C: 1.561 5.596 -3.671  -0.13
C: 2.714 4.818 -4.151  -0.14
C: 2.397 3.244 -4.041  -0.03
H: 0.315 2.912 -4.478  0.15
H: 0.336 4.592 -2.219  0.18
H: -0.417 4.868 -3.773  0.19
H: 1.811 6.242 -2.840  0.13
H: 1.136 6.297 -4.409  0.13
H: 3.627 5.123 -3.625  0.12
H: 2.931 5.102 -5.180  0.11
H: 2.967 2.718 -3.277  0.12
H: 2.589 2.758 -5.006  0.12

# 2
# C2H2N2O2S

The molecule C2H2N2O2S (wB97M-V/def2-TZVPD, the Open Molecules 2025 dataset).

Summary:
Highest occupied orbital energy ... -0.385 Eh
Kohn-Sham gap ... 9.86 eV
Energy relative to the best compared isomer or geometry (same formula, charge and spin) ... 4.111 eV
E_tot ... -20012.2379 eV
Lowest unoccupied orbital energy ... -0.61 eV

Last column: Löwdin charge in e.
Geometry (Å):
C: 0.150 0.251 -1.474  -0.25
C: -0.524 -0.126 -0.156  -0.47
N: 0.608 0.698 -2.416  0.17
N: 0.595 -0.826 0.547  -0.44
O: 0.771 -1.987 0.293  0.12
O: 1.143 -0.242 1.414  0.09
S: -0.968 1.539 0.458  0.84
H: -1.445 -0.583 -0.249  0.08
H: -0.330 1.277 1.585  -0.13

# 3
# C22H52FN11O25S

A cluster of 11 separate species, C22H52FN11O25S in total (wB97M-V/def2-TZVPD, the Open Molecules 2025 dataset).

Summary:
Highest occupied orbital energy ... -0.352 Eh
Kohn-Sham gap ... 8.90 eV
E_tot ... -104754.5260 eV
Lowest unoccupied orbital energy ... -0.69 eV

Last column: Löwdin charge in e.
Geometry (Å):
C: 0.040 -4.578 0.668  0.04
C: -0.663 -3.473 1.220  -0.06
C: -1.923 -2.849 0.468  -0.41
O: -2.047 -3.152 -0.737  0.05
O: -2.764 -1.980 1.178  -0.07
C: -4.086 -1.867 0.579  -0.16
C: -4.207 -0.794 -0.594  -0.17
C: -3.316 0.514 -0.395  -0.17
C: -1.822 0.124 -0.923  -0.20
C: -1.013 1.368 -1.499  -0.15
C: 0.560 0.921 -1.549  -0.16
N: 0.583 -0.566 -1.755  -0.22
C: 1.659 -1.258 -0.993  -0.22
O: 2.863 -0.491 -0.816  -0.13
C: 3.281 -0.727 0.562  -0.23
C: 2.508 0.177 1.621  -0.08
S: 0.555 -1.016 -3.407  0.82
O: -0.092 -2.388 -3.452  -0.31
O: 1.904 -1.034 -4.087  -0.30
F: -0.482 -0.017 -4.276  -0.20
H: -0.583 -5.407 0.217  0.08
H: 1.183 -4.587 0.674  0.08
H: -0.284 -3.018 2.184  0.10
H: -4.809 -1.560 1.409  0.10
H: -4.372 -2.906 0.182  0.14
H: -4.057 -1.311 -1.599  0.11
H: -5.304 -0.444 -0.597  0.12
H: -3.213 0.763 0.713  0.11
H: -3.656 1.407 -1.024  0.11
H: -1.285 -0.278 0.011  0.11
H: -2.001 -0.709 -1.693  0.10
H: -1.314 1.671 -2.553  0.08
H: -1.094 2.269 -0.808  0.12
H: 1.086 1.389 -2.458  0.13
H: 0.999 1.266 -0.563  0.12
H: 1.955 -2.180 -1.617  0.13
H: 1.199 -1.662 -0.038  0.13
H: 4.396 -0.501 0.692  0.13
H: 3.156 -1.834 0.840  0.11
H: 2.483 1.274 1.290  0.08
H: 2.982 0.162 2.668  0.09
H: 1.408 -0.122 1.765  0.07
C: 6.609 -2.659 2.171  0.05
N: 5.318 -3.021 2.807  -0.42
O: 4.490 -3.589 2.115  0.04
O: 5.177 -2.723 3.980  0.05
H: 6.593 -2.984 1.132  0.10
H: 6.711 -1.574 2.236  0.06
H: 7.401 -3.166 2.721  0.11
C: -5.490 -0.666 4.854  0.05
N: -5.578 0.075 3.570  -0.43
O: -5.090 1.191 3.531  0.06
O: -6.134 -0.490 2.645  0.05
H: -4.974 -0.045 5.582  0.10
H: -6.507 -0.879 5.180  0.10
H: -4.935 -1.584 4.666  0.10
C: -2.354 3.349 -5.084  0.04
N: -3.521 4.261 -4.970  -0.43
O: -4.038 4.644 -6.003  0.08
O: -3.876 4.559 -3.842  0.05
H: -2.149 3.169 -6.137  0.10
H: -1.508 3.838 -4.604  0.10
H: -2.614 2.420 -4.577  0.09
C: -5.306 4.652 2.299  0.04
N: -5.107 3.795 1.102  -0.44
O: -6.102 3.349 0.561  0.07
O: -3.958 3.601 0.748  0.04
H: -6.373 4.736 2.496  0.10
H: -4.796 4.173 3.133  0.09
H: -4.876 5.628 2.079  0.10
C: 3.105 -3.949 -3.709  0.04
N: 4.495 -4.096 -3.205  -0.45
O: 4.669 -4.820 -2.238  0.05
O: 5.363 -3.480 -3.796  0.06
H: 2.443 -4.551 -3.089  0.10
H: 2.835 -2.894 -3.644  0.05
H: 3.089 -4.298 -4.740  0.11
C: 7.104 1.560 4.847  0.03
N: 7.298 0.697 3.656  -0.42
O: 6.301 0.229 3.132  0.03
O: 8.444 0.518 3.285  0.07
H: 6.040 1.630 5.060  0.10
H: 7.634 1.097 5.679  0.11
H: 7.513 2.532 4.615  0.06
C: -6.248 6.204 -3.086  0.02
N: -7.415 7.117 -2.962  -0.45
O: -7.936 7.503 -3.993  0.06
O: -7.766 7.412 -1.833  0.05
H: -6.049 6.028 -4.140  0.08
H: -5.399 6.691 -2.609  0.10
H: -6.504 5.273 -2.582  0.10
C: -2.217 -2.311 -5.570  0.02
N: -3.413 -2.462 -6.440  -0.45
O: -3.372 -3.315 -7.308  0.06
O: -4.351 -1.716 -6.219  0.06
H: -1.465 -3.034 -5.878  0.10
H: -1.848 -1.296 -5.694  0.08
H: -2.531 -2.497 -4.544  0.10
C: 3.492 -5.286 4.807  0.03
N: 2.197 -5.649 5.440  -0.45
O: 1.372 -6.216 4.744  0.06
O: 2.055 -5.351 6.612  0.06
H: 3.478 -5.610 3.769  0.09
H: 3.598 -4.205 4.872  0.08
H: 4.281 -5.795 5.359  0.10
C: 6.150 5.394 1.940  0.05
N: 5.896 4.068 2.561  -0.41
O: 4.947 3.430 2.151  0.09
O: 6.664 3.714 3.444  0.02
H: 5.395 5.574 1.178  0.10
H: 6.090 6.142 2.728  0.10
H: 7.145 5.363 1.498  0.11